No. 1
Computed, not measured: C3H7N3O2 in the gas phase in a non-equilibrium geometry, with ωB97M-V/def2-TZVPD.

Geometry (Å):
C (0.830, -0.715, -1.091)
C (-0.350, -0.279, -0.326)
C (-0.654, 1.144, -0.634)
N (0.054, -0.394, 1.081)
N (1.340, -0.055, 1.383)
O (1.618, -0.110, 2.555)
N (-1.070, -0.384, 1.979)
O (-2.149, -0.338, 1.470)
H (1.636, -0.014, -0.753)
H (1.337, -1.666, -0.734)
H (0.651, -0.860, -2.132)
H (-1.220, -0.988, -0.530)
H (-0.915, 1.295, -1.761)
H (0.258, 1.720, -0.561)
H (-1.366, 1.645, 0.054)

The structure (SMILES) is CC(C)N(N=O)N=O. The frontier orbital gap comes out at 8.8 eV. As for the total charge: 0. Its HOMO energy is -9.7 eV.


No. 2
Computed, not measured: C3H7N3O2 in the gas phase in a non-equilibrium geometry, with ωB97M-V/def2-TZVPD.

Geometry (Å):
N (-2.272, -0.385, -1.736)
C (-1.123, -0.513, -0.919)
C (-0.139, 0.598, -0.863)
O (-0.116, 1.652, -1.454)
N (0.924, 0.355, 0.036)
C (0.878, -0.410, 1.274)
N (2.092, -0.771, 1.802)
O (-0.113, -0.297, 1.958)
H (-2.851, 0.361, -1.325)
H (-2.099, -0.271, -2.714)
H (-1.446, -0.833, 0.078)
H (-0.485, -1.404, -1.194)
H (1.451, 1.233, 0.153)
H (2.780, -1.249, 1.131)
H (2.080, -1.379, 2.626)

The structure (SMILES) is NCC(=O)NC(N)=O. The frontier orbital gap comes out at 10.0 eV. As for the total charge: 0. Its HOMO energy is -9.5 eV.


No. 3
Computed, not measured: a molecular structure, C3H7N3O2, with ωB97M-V/def2-TZVPD.

Geometry (Å):
C (0.091, 0.385, 1.200)
N (0.217, -1.055, 0.936)
N (0.330, 0.840, -0.170)
C (-0.993, 0.801, -1.125)
N (-1.649, -0.286, -0.864)
C (1.394, -0.591, -0.445)
O (-1.079, 1.777, -1.847)
O (2.555, -0.478, -0.211)
H (0.512, -1.640, 1.710)
H (0.777, 1.746, -0.276)
H (-0.653, -1.326, 0.431)
H (-2.406, -0.435, -1.522)
H (0.891, 0.713, 1.863)
H (-0.889, 0.676, 1.581)
H (0.901, -1.126, -1.260)

The frontier orbital gap comes out at 9.6 eV. As for the total charge: 0. Its HOMO energy is -9.0 eV.


No. 4
Computed, not measured: a molecular structure, C3H7N3O3 in a non-equilibrium geometry, with ωB97M-V/def2-TZVPD.

Geometry (Å):
C (-0.378, 0.921, -2.276)
C (-1.175, -0.764, 0.420)
C (0.528, 0.121, 1.903)
H (-0.709, 0.837, -3.894)
H (0.875, 1.392, -1.868)
H (-1.674, 1.220, -1.531)
H (0.704, -0.797, -1.612)
H (-1.890, -1.873, -1.264)
H (-0.303, 0.531, 2.732)
H (3.158, 0.590, 2.962)
N (-0.366, -0.553, -1.787)
N (-1.290, -1.069, -0.949)
N (1.905, 0.076, 1.991)
O (-1.748, -1.052, 1.418)
O (0.095, -0.069, 0.554)
O (2.269, 0.491, 3.201)

The frontier orbital gap comes out at 9.3 eV. As for the total charge: 0. Its HOMO energy is -9.1 eV.


Question: What is the formula in the first record?
Answer: C3H7N3O2